C23H23B3BrCaClF4LiMgN3O15 | ωB97M-V/def2-TZVPD

Last column: Mulliken charge in e.
Positions of all 76 atoms, in Å:
C1 -3.39 -1.12 6.04  -0.51
B1 -3.34 0.32 5.36  0.49
O1 -2.92 1.34 6.12  -0.54
C2 -3.82 0.61 3.86  0.11
C3 -5.34 0.50 3.46  -0.78
C4 -5.15 0.88 1.99  0.08
Cl1 -6.52 0.64 0.95  -0.09
N1 -4.01 -0.01 1.68  0.34
C5 -3.27 -0.21 2.71  0.05
C6 -2.09 -1.11 2.70  0.71
C7 -0.95 -0.61 3.56  0.47
O2 -0.83 -0.99 4.70  -0.58
O3 -0.20 0.28 2.95  -0.25
H1 -3.71 -1.96 5.42  0.49
H2 -2.18 -1.45 6.47  0.51
H3 -4.07 -1.04 6.89  -0.15
H4 -3.17 2.20 5.76  0.38
H5 -3.51 1.64 3.63  0.33
H6 -5.55 -0.57 3.44  0.35
H7 -6.07 1.05 4.03  0.43
H8 -4.84 1.93 1.97  0.32
H9 -3.91 -0.40 0.73  0.04
H10 -2.41 -2.08 3.11  0.88
H11 -1.83 -1.32 1.65  -1.34
H12 0.52 0.55 3.57  0.39
Br1 -2.00 -0.89 7.92  0.12
Mg1 -0.96 -2.46 0.50  -0.03
B2 5.27 1.99 3.41  0.69
O4 4.24 1.19 4.12  -0.34
C8 3.08 1.79 3.97  0.66
O5 2.03 1.43 4.44  -0.81
C9 3.29 3.06 3.12  0.57
O6 2.44 3.82 2.79  -0.53
O7 4.58 3.12 2.81  -0.46
F1 5.92 1.18 2.43  -0.46
F2 6.29 2.37 4.28  -0.38
B3 -2.57 1.08 -3.80  1.51
O8 -1.11 1.45 -3.84  -1.00
C10 -0.72 1.50 -5.17  0.36
O9 0.39 1.75 -5.50  -0.41
C11 -1.91 1.12 -6.03  0.63
O10 -1.89 1.03 -7.20  -0.30
O11 -2.97 0.87 -5.16  -0.43
O12 -2.70 -0.19 -2.98  -0.72
C12 -3.49 0.10 -1.93  0.43
O13 -3.77 -0.68 -1.06  -0.74
C13 -3.90 1.58 -2.03  0.55
O14 -4.58 2.13 -1.22  -0.50
O15 -3.34 2.10 -3.11  -0.42
C14 3.88 1.13 -5.75  -0.33
C15 3.51 0.26 -4.65  0.45
N2 3.21 -0.44 -3.78  -0.55
H13 4.36 0.55 -6.54  -0.02
H14 2.99 1.61 -6.15  0.23
H15 4.58 1.89 -5.39  0.30
Li1 7.56 0.65 3.26  0.94
F3 5.20 -0.42 -8.39  -0.36
C16 6.34 -1.14 -8.29  0.43
C17 7.54 -0.48 -8.23  -0.42
C18 8.71 -1.23 -8.12  -0.28
C19 8.64 -2.62 -8.08  -0.55
C20 7.41 -3.26 -8.15  -0.28
C21 6.24 -2.52 -8.25  -0.51
H16 7.57 0.60 -8.27  0.42
H17 9.66 -0.73 -8.07  0.36
H18 9.55 -3.20 -8.00  0.38
H19 7.36 -4.34 -8.12  0.36
H20 5.27 -3.00 -8.30  0.43
F4 -0.73 -0.98 -7.83  -0.74
C22 -6.07 -1.84 9.61  -0.87
C23 -6.36 -1.76 8.18  0.52
N3 -6.52 -1.68 7.05  -0.46
H21 -6.13 -0.85 10.05  0.29
H22 -6.79 -2.49 10.11  0.34
H23 -5.07 -2.25 9.75  0.27
Ca1 -0.44 -0.68 -3.66  1.51

Properties
Multiplicity   1
Total charge   +2
Total energy   -178949.9133 eV
Largest force on an atom   2.449 eV/A

=====

C21H52AlO8P2 | ωB97M-V/def2-TZVPD

Last column: Mulliken charge in e.
Positions of all 84 atoms, in Å:
C1 6.06 6.34 -3.94  -0.89
C2 4.64 5.51 -4.08  -0.36
C3 4.80 4.05 -4.84  -0.43
C4 3.66 3.06 -4.15  -0.67
C5 3.84 1.47 -4.51  -0.49
C6 4.84 0.64 -3.51  0.07
C7 6.26 1.38 -3.17  -0.40
Al1 7.33 0.37 -1.68  0.05
C8 7.55 1.53 0.03  -0.58
C9 6.16 2.31 0.46  -0.46
H1 6.47 6.16 -2.84  0.21
H2 6.85 6.08 -4.76  0.27
H3 5.78 7.49 -3.99  0.28
H4 4.25 5.32 -2.98  0.22
H5 3.86 6.12 -4.71  0.32
H6 4.57 4.27 -5.99  0.32
H7 5.89 3.63 -4.77  0.24
H8 3.53 3.24 -2.99  0.26
H9 2.62 3.40 -4.63  0.31
H10 4.10 1.36 -5.66  0.23
H11 2.76 0.98 -4.38  0.17
H12 4.28 0.42 -2.49  -0.32
H13 5.10 -0.38 -4.07  0.20
H14 6.94 1.39 -4.14  0.30
H15 6.14 2.49 -2.74  -0.02
H16 8.79 0.13 -2.27  -0.30
H17 6.68 -1.06 -1.34  -0.29
H18 8.36 2.35 -0.21  0.18
H19 7.98 0.83 0.88  0.26
H20 6.27 3.49 0.39  0.18
H21 5.94 2.02 1.59  0.20
H22 5.27 1.89 -0.18  -0.05
O1 0.51 -3.85 1.43  -0.73
P1 0.46 -2.41 0.86  1.00
O2 1.31 -1.73 2.12  -0.34
C10 2.58 -2.24 2.48  -0.31
C11 3.68 -1.46 1.79  -0.98
O3 -1.06 -2.05 1.43  -0.40
C12 -2.05 -3.06 1.51  -0.23
C13 -2.16 -3.56 2.94  -1.02
O4 0.42 -0.80 0.22  -0.32
C14 1.40 -0.43 -0.73  0.09
C15 1.68 -1.51 -1.76  -1.09
H23 2.67 -3.30 2.26  0.30
H24 2.68 -2.11 3.56  0.31
H25 3.68 -1.68 0.72  0.17
H26 4.66 -1.74 2.19  0.43
H27 3.54 -0.38 1.91  0.27
H28 -1.83 -3.88 0.81  0.39
H29 -3.00 -2.62 1.20  0.23
H30 -1.20 -3.91 3.32  0.34
H31 -2.89 -4.37 3.02  0.35
H32 -2.48 -2.74 3.60  0.15
H33 2.30 -0.12 -0.22  0.08
H34 1.01 0.46 -1.25  0.37
H35 2.15 -2.38 -1.29  0.32
H36 2.36 -1.13 -2.53  0.23
H37 0.76 -1.85 -2.23  0.39
O5 -7.96 -3.02 2.85  -0.70
P2 -8.00 -1.58 2.28  0.99
O6 -7.15 -0.90 3.54  -0.34
C16 -5.88 -1.41 3.90  -0.32
C17 -4.78 -0.64 3.21  -0.81
O7 -9.52 -1.23 2.85  -0.36
C18 -10.51 -2.24 2.93  -0.32
C19 -10.62 -2.73 4.36  -1.07
O8 -8.04 0.02 1.64  -0.30
C20 -7.07 0.40 0.69  -0.03
C21 -6.78 -0.68 -0.34  -1.20
H38 -5.79 -2.48 3.69  0.31
H39 -5.79 -1.29 4.99  0.33
H40 -4.78 -0.85 2.14  -0.02
H41 -3.80 -0.91 3.61  0.39
H42 -4.93 0.44 3.33  0.31
H43 -10.30 -3.06 2.24  0.32
H44 -11.46 -1.80 2.62  0.36
H45 -9.66 -3.09 4.75  0.27
H46 -11.35 -3.54 4.44  0.37
H47 -10.94 -1.91 5.02  0.28
H48 -6.16 0.71 1.21  0.17
H49 -7.45 1.28 0.17  0.36
H50 -6.31 -1.55 0.13  0.29
H51 -6.10 -0.31 -1.11  0.38
H52 -7.70 -1.02 -0.81  0.36

Properties
Multiplicity   1
Total charge   -1
Total energy   -64169.5897 eV
Largest force on an atom   9.718 eV/A

=====

H5N3S | ωB97M-V/def2-TZVPD

Last column: Mulliken charge in e.
Positions of all 9 atoms, in Å:
N1 1.35 -0.15 0.24  -0.39
N2 -0.73 1.23 -0.54  -0.47
N3 0.02 -0.36 -0.19  -0.15
S1 -0.86 -1.06 1.13  -0.17
H1 2.04 0.16 -0.41  0.22
H2 1.52 0.44 1.07  0.25
H3 -0.55 1.12 -1.52  0.27
H4 -1.64 0.91 -0.28  0.27
H5 -1.16 -2.29 0.51  0.17

Properties
Multiplicity   1
Total energy   -15383.1408 eV
Largest force on an atom   4.197 eV/A
Relative energy (zero: lowest compared OMol25 entry of this formula, charge and spin)   45.9 kcal/mol

=====

C25H21N5O2PtS5 | ωB97M-V/def2-TZVPD

Last column: Mulliken charge in e.
Positions of all 59 atoms, in Å:
Pt1 -1.27 0.30 0.46  1.24
S1 -0.56 -0.17 2.66  -0.35
C1 1.15 -0.42 2.36  0.61
C2 1.99 -0.41 3.52  -0.23
N1 2.62 -0.37 4.48  -0.50
C3 1.66 -0.62 1.14  0.87
S2 0.69 -0.65 -0.32  -0.31
C4 3.06 -0.85 0.94  -0.40
N2 4.18 -1.01 0.76  -0.48
C5 -0.18 2.98 2.50  -1.69
C6 0.24 3.02 1.07  1.07
C7 1.19 4.01 0.73  -0.96
C8 1.55 4.20 -0.56  -0.83
C9 0.92 3.46 -1.58  0.93
C10 1.18 3.70 -2.94  -0.89
C11 0.51 3.00 -3.90  -0.69
C12 -0.43 2.03 -3.52  -0.56
C13 -0.70 1.75 -2.20  1.14
S3 -1.89 0.53 -1.79  -0.52
C14 -0.01 2.47 -1.19  -0.94
N3 -0.28 2.22 0.15  0.20
H1 -0.33 4.01 2.83  0.55
H2 0.60 2.54 3.13  0.30
H3 -1.09 2.42 2.66  0.17
H4 1.62 4.60 1.53  0.49
H5 2.29 4.94 -0.83  0.42
H6 1.91 4.46 -3.21  0.38
H7 0.70 3.17 -4.95  0.39
H8 -0.96 1.47 -4.28  0.47
S4 -3.20 1.58 1.24  -0.50
C15 -4.50 0.50 0.79  -0.11
N4 -5.12 -0.20 1.73  -0.01
C16 -6.09 -1.25 1.41  -0.48
C17 -6.84 -0.85 0.16  -0.66
C18 -5.85 -0.55 -0.96  -0.48
N5 -4.86 0.41 -0.47  0.10
H9 -4.72 -0.14 2.65  0.25
H10 -6.76 -1.36 2.26  0.41
H11 -5.55 -2.19 1.27  0.24
H12 -7.45 0.03 0.36  0.29
H13 -7.51 -1.66 -0.15  0.37
H14 -6.35 -0.11 -1.82  0.41
H15 -5.34 -1.46 -1.28  0.24
H16 -4.26 0.89 -1.13  0.27
O1 1.20 -7.19 -1.33  -0.47
C19 1.36 -6.39 -0.25  0.63
O2 2.21 -6.64 0.55  -0.54
C20 0.43 -5.22 -0.13  0.84
C21 0.30 -4.63 1.13  -0.80
C22 -0.55 -3.56 1.31  -0.37
C23 -1.27 -3.04 0.24  -0.07
S5 -2.44 -1.73 0.46  0.02
C24 -1.12 -3.61 -1.03  -0.58
C25 -0.28 -4.70 -1.21  -0.88
H17 0.41 -6.93 -1.82  0.30
H18 0.88 -5.03 1.95  0.45
H19 -0.67 -3.11 2.29  0.55
H20 -1.65 -3.17 -1.87  0.42
H21 -0.16 -5.09 -2.21  0.23

Properties
Multiplicity   1
Total energy   -95237.6281 eV
Largest force on an atom   0.234 eV/A
Relative energy (zero: lowest compared OMol25 entry of this formula, charge and spin)   0.0 kcal/mol

=====

C9H19ISi | ωB97M-V/def2-TZVPD

Last column: Mulliken charge in e.
Positions of all 30 atoms, in Å:
C1 2.21 -2.08 -0.30  -2.18
C2 0.72 -2.13 -0.12  2.35
C3 0.28 -2.84 1.18  -1.61
C4 -0.12 -2.75 -1.27  -1.61
C5 0.42 -0.67 0.13  -0.96
C6 -0.86 0.06 0.37  -0.64
I1 -2.70 -1.06 0.39  -0.02
Si1 -0.73 2.05 0.34  0.77
C7 -0.90 2.26 -1.52  -1.27
C8 1.12 2.61 0.72  -1.26
C9 -2.17 3.08 1.01  -1.14
H1 2.80 -1.57 0.44  0.50
H2 2.53 -1.57 -1.17  0.53
H3 2.67 -3.04 -0.44  0.45
H4 -0.44 -2.15 1.60  0.34
H5 -0.26 -3.69 0.87  0.39
H6 1.06 -2.89 1.84  0.47
H7 -0.89 -3.37 -0.91  0.39
H8 0.54 -3.34 -1.88  0.48
H9 -0.54 -1.96 -1.86  0.28
H10 1.17 -0.02 0.12  0.66
H11 0.01 2.36 -1.98  0.40
H12 -1.32 1.44 -2.07  0.36
H13 -1.54 3.12 -1.59  0.34
H14 1.14 3.67 1.14  0.30
H15 1.56 2.16 1.53  0.43
H16 1.68 2.37 -0.13  0.34
H17 -2.84 2.46 1.77  0.26
H18 -1.77 3.95 1.56  0.32
H19 -2.82 3.50 0.24  0.35

Properties
Multiplicity   1
Structure (SMILES)   CC(C)(C)/C=C(\I)[Si](C)(C)C
Total energy   -25617.2156 eV
Largest force on an atom   8.970 eV/A
Relative energy (zero: lowest compared OMol25 entry of this formula, charge and spin)   31.0 kcal/mol

=====

C5H6N3O4 | ωB97M-V/def2-TZVPD

Last column: Mulliken charge in e.
Positions of all 18 atoms, in Å:
C1 1.75 1.30 1.45  -0.81
N1 0.78 0.31 1.31  -0.32
C2 -0.24 0.52 0.65  -0.66
C3 -1.07 -0.64 0.30  1.64
C4 -0.97 -1.18 -1.18  -0.62
N2 0.34 -1.00 -1.76  -0.81
N3 0.65 0.14 -2.24  1.17
O1 -0.19 1.09 -2.26  -0.72
O2 1.77 0.29 -2.78  -0.78
O3 -2.42 -0.56 0.86  -0.51
C5 -1.56 -1.38 1.38  -0.24
O4 -1.46 -2.04 2.37  -0.60
H1 2.73 0.75 1.34  0.28
H2 1.72 2.09 0.66  0.31
H3 1.51 1.81 2.42  0.30
H4 -0.51 1.44 0.23  0.47
H5 -1.08 -2.28 -1.11  0.46
H6 -1.75 -0.65 -1.65  0.42

Properties
Multiplicity   1
Structure (SMILES)   C/N=C/[C@]1(CN=[N+]([O-])[O-])OC1=O
Total charge   -1
Total energy   -17938.4834 eV
Largest force on an atom   2.869 eV/A
Relative energy (zero: lowest compared OMol25 entry of this formula, charge and spin)   94.5 kcal/mol

=====

C22H45Br2Cl32FInOSi | ωB97M-V/def2-TZVPD

Last column: Mulliken charge in e.
Positions of all 105 atoms, in Å:
C1 -0.51 -0.21 -0.89  -0.58
C2 -0.39 1.36 -1.47  0.57
Br1 1.42 2.24 -1.82  -0.17
C3 -1.65 2.15 -1.72  -0.54
Br2 -3.46 1.30 -1.36  -0.20
In1 -1.49 4.33 -2.48  1.15
O1 -0.06 4.44 -4.07  -0.63
F1 -3.39 5.10 -3.09  -0.79
Si1 -0.64 5.67 -0.42  0.19
C4 0.98 6.57 -0.96  -0.85
C5 -2.03 6.92 0.12  -0.31
C6 -0.36 4.45 1.09  -0.72
H1 0.54 -0.73 -0.79  0.20
H2 -1.04 -0.11 0.17  -0.01
H3 -1.26 -0.76 -1.62  0.27
H4 -0.38 3.75 -4.74  0.14
H5 1.38 5.99 -1.92  0.24
H6 0.80 7.69 -1.27  0.19
H7 1.78 6.42 -0.11  0.24
H8 -1.53 7.98 0.35  -0.21
H9 -2.84 7.01 -0.74  0.28
H10 -2.56 6.53 1.11  0.05
H11 -1.08 3.51 1.03  0.16
H12 0.78 4.12 1.18  0.12
H13 -0.71 5.04 2.06  0.30
C7 -0.33 4.67 -7.90  -0.30
Cl1 1.33 5.10 -7.49  -0.15
Cl2 -0.75 3.07 -7.27  -0.13
H14 -1.01 5.41 -7.46  0.24
H15 -0.44 4.67 -8.98  0.32
C8 1.21 1.51 3.06  0.36
Cl3 -0.43 2.17 3.17  -0.14
Cl4 1.71 1.35 1.37  -0.06
H16 1.90 2.18 3.57  0.39
H17 1.23 0.53 3.53  -0.49
C9 0.24 -2.41 3.00  0.74
Cl5 -1.01 -1.37 2.33  -0.06
Cl6 1.31 -1.51 4.09  -0.27
H18 -0.23 -3.22 3.56  0.15
H19 0.84 -2.82 2.19  -0.60
C10 4.54 -3.53 3.35  -0.30
Cl7 3.07 -3.33 2.38  0.02
Cl8 4.60 -2.34 4.66  -0.17
H20 4.55 -4.53 3.78  0.32
H21 5.41 -3.39 2.71  0.15
C11 4.70 -4.55 -1.26  0.12
Cl9 3.44 -3.51 -1.93  -0.12
Cl10 5.76 -3.65 -0.17  -0.20
H22 4.23 -5.37 -0.70  -0.17
H23 5.30 -4.97 -2.08  0.36
C12 -3.22 -3.35 4.96  -0.27
Cl11 -2.21 -4.08 3.72  -0.16
Cl12 -4.94 -3.68 4.67  -0.16
H24 -2.95 -3.77 5.94  0.30
H25 -3.07 -2.27 4.96  0.27
C13 1.12 -6.18 -0.73  -0.21
Cl13 2.79 -6.69 -0.48  -0.23
Cl14 0.74 -4.74 0.22  0.02
H26 0.97 -5.96 -1.79  0.32
H27 0.45 -6.99 -0.43  0.09
C14 -6.37 -7.01 4.75  -0.03
Cl15 -4.87 -7.85 4.32  -0.15
Cl16 -7.31 -7.96 5.90  -0.16
H28 -6.12 -6.05 5.19  0.06
H29 -6.96 -6.86 3.84  0.29
C15 8.65 -1.68 -1.44  0.14
Cl17 10.33 -2.19 -1.19  -0.18
Cl18 8.28 -0.24 -0.49  -0.13
H30 8.50 -1.45 -2.50  0.28
H31 7.99 -2.49 -1.14  -0.10
C16 -7.59 0.97 -2.20  -0.23
Cl19 -6.25 0.05 -1.50  -0.14
Cl20 -8.96 1.05 -1.08  -0.17
H32 -7.25 1.98 -2.42  0.24
H33 -7.91 0.48 -3.12  0.26
C17 1.31 0.00 -6.50  -0.26
Cl21 2.65 -0.92 -5.80  -0.17
Cl22 -0.06 0.08 -5.38  -0.10
H34 1.65 1.01 -6.72  0.21
H35 0.99 -0.49 -7.42  0.32
C18 12.26 0.95 -0.23  0.16
Cl23 11.71 1.92 1.14  -0.15
Cl24 13.04 1.96 -1.45  -0.16
H36 12.98 0.21 0.13  0.25
H37 11.40 0.44 -0.67  -0.10
C19 -0.18 10.81 1.26  -0.32
Cl25 1.32 9.98 0.83  -0.14
Cl26 -1.13 9.86 2.42  -0.13
H38 0.06 11.78 1.71  0.34
H39 -0.77 10.96 0.36  0.23
C20 -2.23 -8.36 -1.95  -0.24
Cl27 -0.56 -8.87 -1.70  -0.15
Cl28 -2.61 -6.92 -1.00  -0.12
H40 -2.38 -8.14 -3.01  0.27
H41 -2.90 -9.17 -1.65  0.27
C21 -5.10 8.98 2.81  -0.27
Cl29 -4.44 9.91 1.46  -0.13
Cl30 -5.21 7.26 2.41  -0.12
H42 -4.45 9.11 3.68  0.22
H43 -6.10 9.36 3.04  0.30
C22 -5.66 -11.06 3.15  0.17
Cl31 -4.64 -11.79 1.90  -0.17
Cl32 -7.37 -11.39 2.85  -0.16
H44 -5.38 -11.47 4.12  0.28
H45 -5.50 -9.98 3.15  -0.13

Properties
Multiplicity   1
Total charge   -1
Total energy   -582161.2758 eV
Largest force on an atom   5.419 eV/A
Relative energy (zero: lowest compared OMol25 entry of this formula, charge and spin)   115.5 kcal/mol

=====

C29H51NO2SSi2Zn | ωB97M-V/def2-TZVPD

Last column: Mulliken charge in e.
Positions of all 87 atoms, in Å:
O1 -0.29 -1.80 0.60  0.22
O2 -2.50 -0.53 -3.69  -0.20
C1 0.57 -2.67 -0.18  -0.33
C2 1.07 -3.90 0.55  -1.28
H1 1.41 -2.03 -0.47  0.40
H2 0.00 -2.95 -1.08  0.37
H3 1.48 -3.65 1.54  0.14
H4 1.86 -4.36 -0.04  0.42
H5 0.27 -4.64 0.68  0.38
C3 -1.42 -2.49 1.20  -0.37
C4 -2.35 -3.05 0.15  -1.40
H6 -1.92 -1.74 1.83  0.32
H7 -1.04 -3.29 1.86  0.34
H8 -2.67 -2.27 -0.55  0.30
H9 -3.23 -3.47 0.63  0.44
H10 -1.87 -3.85 -0.42  0.32
C5 -3.59 0.40 -3.88  -0.29
C6 -2.43 -1.60 -4.65  -0.21
C7 -4.76 0.14 -2.94  -1.28
H11 -3.94 0.38 -4.92  0.40
H12 -3.14 1.38 -3.66  0.32
H13 -5.22 -0.83 -3.14  0.30
H14 -5.52 0.91 -3.11  0.40
H15 -4.45 0.19 -1.89  0.24
C8 -3.68 -2.46 -4.77  -1.28
H16 -1.58 -2.21 -4.32  0.28
H17 -2.19 -1.17 -5.64  0.29
H18 -4.01 -2.85 -3.81  0.26
H19 -3.45 -3.32 -5.42  0.40
H20 -4.50 -1.91 -5.24  0.33
H21 -0.69 0.64 -2.83  0.14
Zn1 0.61 0.04 1.53  -0.24
C9 -0.14 1.63 -2.78  -0.47
Si1 0.86 2.03 -4.35  0.25
H22 -0.90 2.41 -2.64  0.21
H23 0.52 1.63 -1.91  0.15
C10 1.69 0.44 -4.91  -0.93
C11 2.16 3.34 -3.99  -1.02
C12 -0.25 2.67 -5.73  -1.04
C13 2.48 -0.24 1.06  -0.78
Si2 3.65 0.80 2.10  0.09
H24 2.61 0.00 -0.01  0.57
H25 2.75 -1.30 1.18  0.44
C14 4.30 2.20 1.02  -1.09
C15 5.11 -0.20 2.77  -1.15
C16 2.81 1.56 3.59  -0.88
H26 0.34 2.92 -6.62  0.33
H27 -0.78 3.59 -5.42  0.32
H28 -1.01 1.93 -6.02  0.26
H29 2.48 0.14 -4.21  0.30
H30 2.14 0.56 -5.90  0.29
H31 0.95 -0.38 -4.97  0.24
H32 2.69 3.14 -3.05  0.28
H33 1.69 4.34 -3.90  0.30
H34 2.90 3.39 -4.80  0.31
H35 5.44 -0.98 2.08  0.35
H36 4.85 -0.68 3.73  0.30
H37 5.96 0.47 2.96  0.31
H38 2.56 0.81 4.35  0.17
H39 1.88 2.08 3.32  0.20
H40 3.48 2.29 4.05  0.43
H41 5.16 2.68 1.50  0.32
H42 3.52 2.95 0.87  0.28
H43 4.61 1.82 0.04  0.32
S1 -1.19 0.97 5.62  -0.40
C17 -0.22 -0.45 5.98  0.95
C18 0.10 -1.00 7.21  -0.56
C19 1.01 -2.06 7.28  -0.51
C20 1.58 -2.58 6.11  -0.69
C21 1.25 -2.05 4.85  -0.03
C22 0.35 -0.98 4.79  -1.17
N1 0.01 -0.23 3.66  0.38
C23 -0.78 0.81 3.93  0.82
C24 -1.25 1.69 2.88  0.62
C25 -2.20 2.72 3.13  -0.97
C26 -2.73 3.44 2.07  -0.79
C27 -2.31 3.16 0.76  -0.62
C28 -1.33 2.16 0.53  0.60
C29 -0.79 1.45 1.58  -0.55
H44 -0.37 -0.57 8.10  0.39
H45 1.28 -2.48 8.25  0.36
H46 2.28 -3.41 6.18  0.40
H47 1.69 -2.43 3.93  0.38
H48 -2.51 2.92 4.16  0.40
H49 -3.48 4.21 2.25  0.37
H50 -2.73 3.71 -0.08  0.45
H51 -1.01 1.96 -0.49  0.38

Properties
Multiplicity   1
Total energy   -111495.8463 eV
Largest force on an atom   2.067 eV/A